69
Properties=species:S:1:pos:R:3:forces:R:3:nbo_charge:R:1 method="wB97M-V/def2-TZVPD" homo_lumo_gap_ev=4.372 e_above_lowest_kj_mol=0.0 fmax_ev_per_a=3.41 mol_weight_da=469.51 total_charge=+3 spin_multiplicity=1
Sc 0.1058 -0.4983 1.0670 1.3 -2.5 -1.9 1.553
P -0.9082 2.3995 1.9544 -0.4 0.7 -0.8 1.417
P -2.4371 -0.7436 0.2402 -1.4 -0.4 -1.0 0.676
P 2.3628 0.9781 0.7053 1.5 0.5 -0.4 0.692
H -0.0552 -2.6305 -8.2083 0.3 0.0 0.3 0.203
C 0.9479 -2.8198 -7.8159 0.3 -1.0 0.0 -0.403
C 1.2583 -3.9899 -7.2242 -0.1 0.8 -0.9 -0.405
H 0.5111 -4.7799 -7.1139 0.2 0.3 0.1 0.204
C -1.2715 3.7499 0.8376 0.0 0.0 -0.3 -0.977
C -2.3732 1.9739 2.8907 -0.4 -0.6 -0.1 -0.984
C 0.3292 2.9291 3.1353 0.8 -0.4 0.1 -0.979
C -2.6527 -2.1509 -0.9120 0.4 -0.3 -0.1 -0.906
C -3.7461 -1.1104 1.4725 0.3 0.1 0.6 -0.920
C -3.2435 0.5835 -0.7394 0.4 0.3 0.0 -0.914
C 3.5244 0.2134 -0.4833 -0.1 -0.4 -0.1 -0.909
C 3.4788 1.1574 2.1522 -0.3 -0.1 0.3 -0.919
C 2.3553 2.6997 0.0664 -0.4 0.1 -0.1 -0.926
H 1.7154 -2.0782 -8.0546 -0.3 -0.2 0.2 0.205
H 2.2895 -4.2377 -6.9619 -0.3 0.1 0.1 0.208
H -1.5562 4.6426 1.4089 0.0 -0.2 0.0 0.308
H -2.0983 3.4612 0.1771 0.1 0.1 0.1 0.291
H -0.3908 3.9789 0.2231 -0.2 0.0 0.2 0.292
H -2.6081 2.7726 3.6124 0.3 0.0 -0.3 0.318
H -2.2289 1.0433 3.4527 0.0 0.2 -0.2 0.277
H -3.2335 1.8651 2.2221 0.1 0.0 0.1 0.294
H -0.0948 3.6980 3.8041 -0.2 -0.2 -0.4 0.321
H 1.1997 3.3600 2.6326 -0.2 -0.1 0.1 0.291
H 0.6638 2.0923 3.7579 -0.1 0.2 -0.1 0.266
H -3.7124 -2.4449 -0.9344 0.3 0.2 0.0 0.267
H -2.0418 -2.9982 -0.5756 -0.2 0.1 -0.1 0.266
H -2.3198 -1.8805 -1.9224 0.0 0.0 0.2 0.274
H -4.6652 -0.5490 1.2518 0.3 -0.2 0.0 0.273
H -3.3966 -0.8403 2.4770 -0.3 -0.1 -0.1 0.223
H -3.9657 -2.1854 1.4575 0.1 0.3 0.1 0.282
H -4.1702 0.1952 -1.1853 0.3 0.1 0.2 0.284
H -2.5705 0.9068 -1.5433 -0.2 -0.1 0.1 0.259
H -3.4828 1.4511 -0.1122 -0.1 -0.1 -0.1 0.218
H 4.4640 0.7864 -0.5169 -0.4 -0.1 0.1 0.264
H 3.0805 0.1819 -1.4850 0.1 0.0 0.2 0.271
H 3.7319 -0.8190 -0.1773 0.0 0.2 -0.1 0.269
H 4.3608 1.7544 1.8742 -0.3 -0.2 0.0 0.281
H 3.8109 0.1649 2.4857 0.0 0.3 -0.1 0.257
H 2.9577 1.6502 2.9831 0.3 -0.1 -0.1 0.223
H 3.3675 2.9730 -0.2637 -0.3 -0.1 0.1 0.286
H 2.0266 3.4186 0.8240 0.2 -0.1 -0.2 0.221
H 1.6764 2.7715 -0.7920 0.2 0.0 0.0 0.250
C 0.5756 -1.6520 -2.1950 -0.4 0.3 -1.7 -0.223
C 0.4138 -0.3078 -2.5863 -0.1 -0.7 -0.1 -0.276
C 0.1631 0.0037 -3.9227 -0.1 -0.1 -0.1 -0.147
C 0.0659 -1.0186 -4.8741 0.0 0.0 0.3 -0.182
C 0.2060 -2.3526 -4.4857 0.0 -0.1 -0.2 -0.173
C 0.4651 -2.6770 -3.1642 0.1 0.4 0.8 -0.207
S 0.9260 -2.1551 -0.5842 -0.3 0.6 2.5 -0.249
H -0.4924 1.3477 0.9171 -0.8 2.2 1.7 -0.100
H 0.4951 0.4733 -1.8309 0.1 0.2 0.0 0.168
H 0.0503 1.0428 -4.2256 0.0 -0.2 0.0 0.224
H -0.1149 -0.7905 -5.9239 0.1 0.0 0.3 0.250
H 0.1516 -3.1404 -5.2449 0.0 0.4 0.4 0.269
H 0.5958 -3.7049 -2.8193 -0.1 0.2 -0.3 0.242
C -0.5371 -0.3354 5.3454 -0.2 -0.1 0.8 -0.752
C 0.4228 -0.7383 4.2999 -0.2 -0.2 -1.4 0.756
C 1.7150 -1.3262 4.7033 0.3 -0.1 0.7 -0.751
O 0.1154 -0.6106 3.0610 0.4 0.0 2.1 -0.820
H -0.1500 -0.6362 6.3322 -0.3 0.3 -0.4 0.285
H -1.5139 -0.8272 5.2088 0.2 0.2 -0.2 0.295
H -0.6983 0.7562 5.3629 0.1 -0.3 -0.1 0.271
H 1.8305 -2.3449 4.2966 0.0 0.3 -0.1 0.308
H 2.5737 -0.7073 4.3836 -0.4 -0.3 -0.1 0.289
H 1.7455 -1.3951 5.8015 0.2 0.0 -0.5 0.277


49
Properties=species:S:1:pos:R:3:forces:R:3:mulliken_spin:R:1 method="wB97M-V/def2-TZVPD" homo_lumo_gap_ev="8.372 / 6.247" e_above_lowest_kj_mol=5.2 fmax_ev_per_a=0.49 s2=3.81 mol_weight_da=476.32 total_charge=+1 spin_multiplicity=4
Mn 2.7066 -1.2405 -1.2028 -0.4 -0.2 0.0 2.039
O 3.8838 -2.7838 4.3546 0.0 0.1 0.0 0.000
C 3.6201 -2.4865 3.0790 0.0 0.0 0.1 0.001
C 3.7535 -3.4232 2.0430 0.0 0.0 0.0 0.002
C 3.4290 -3.0099 0.7733 0.0 0.0 0.1 -0.010
N 2.9494 -1.7889 0.5788 0.1 0.1 -0.2 -0.074
C 3.0031 -0.8291 1.4983 0.0 -0.1 0.1 0.002
C 3.3003 -1.1483 2.7995 0.0 0.0 -0.1 -0.004
C 2.9846 0.5305 0.8177 0.0 0.1 -0.1 -0.002
O 2.7648 1.5585 1.4000 0.0 0.0 0.0 0.015
O 3.2758 0.4043 -0.4681 0.1 -0.1 0.1 0.003
C 3.8175 -3.6236 -0.5598 0.1 0.0 -0.2 0.005
O 4.1506 -4.7608 -0.7016 0.0 0.0 0.0 0.019
O 3.8253 -2.6747 -1.5027 0.0 0.1 0.1 0.015
H 4.1513 -3.7049 4.4532 0.0 -0.1 0.0 0.000
H 4.1599 -4.4135 2.2053 0.0 0.0 0.0 0.000
H 3.3561 -0.3900 3.5679 0.0 0.0 0.0 0.000
C -1.1907 5.2878 0.3457 0.0 0.0 0.0 0.001
C -1.8834 4.1141 -0.2872 0.0 0.0 0.0 -0.053
C -3.0549 4.3134 -1.0200 0.0 0.0 0.0 0.236
C -3.7311 3.2628 -1.6546 0.0 0.0 0.0 -0.032
C -3.2573 1.9881 -1.5493 0.0 0.0 0.0 0.150
C -2.0852 1.7486 -0.7828 0.1 0.1 0.0 0.136
N -1.5366 0.5225 -0.6872 0.0 -0.1 0.1 0.335
C -2.0560 -0.7451 -0.9653 0.1 -0.1 -0.1 -0.040
C -3.4125 -1.0381 -0.8332 0.0 0.1 0.0 0.112
C -3.8705 -2.3186 -1.0956 0.0 0.0 0.0 -0.042
C -2.9902 -3.3206 -1.4760 0.0 0.0 0.0 0.085
C -1.6326 -3.0490 -1.5610 0.0 0.0 0.0 -0.037
C -1.1492 -1.7765 -1.3010 0.0 0.1 0.0 0.046
C 0.3193 -1.5689 -1.3628 -0.1 0.0 0.0 -0.001
O 1.1052 -2.4879 -1.6817 0.2 0.1 0.0 0.007
O 0.8446 -0.4398 -1.0482 0.1 0.0 0.0 0.003
C -1.3797 2.8261 -0.1477 -0.1 0.0 0.1 0.141
C -0.1416 2.5838 0.6643 0.0 0.0 0.0 -0.019
H -1.6378 6.2237 0.0178 0.0 0.0 0.0 -0.002
H -0.1309 5.3099 0.0901 0.0 0.0 0.0 -0.003
H -1.2615 5.2451 1.4350 0.0 0.0 0.0 -0.003
H -3.4404 5.3209 -1.1187 0.0 0.0 0.0 0.005
H -4.6053 3.4700 -2.2563 0.0 0.0 0.0 0.001
H -3.7119 1.1833 -2.1059 0.0 0.0 0.0 -0.003
H -0.5405 0.4820 -0.4512 0.0 0.1 0.0 -0.065
H -4.0946 -0.2836 -0.4690 0.0 0.0 0.0 0.000
H -4.9240 -2.5369 -0.9812 0.0 0.0 0.0 0.000
H -3.3551 -4.3168 -1.6847 0.0 0.0 0.0 0.002
H -0.9269 -3.8239 -1.8282 0.0 0.0 0.0 0.003
H -0.0854 1.5938 1.1119 -0.1 0.0 0.0 0.001
H -0.0758 3.2929 1.4871 0.0 0.0 0.0 0.007
H 0.7611 2.7214 0.0612 0.0 0.0 0.0 0.018


150
Properties=species:S:1:pos:R:3:forces:R:3:mulliken_charge:R:1 method="wB97M-V/def2-TZVPD" homo_lumo_gap_ev=8.892 e_above_lowest_kj_mol=630.9 fmax_ev_per_a=4.13 mol_weight_da=1227.70 spin_multiplicity=1
O 4.6900 -1.8570 2.3099 -1.7 0.5 0.6 -0.453
S 3.8699 -0.9046 3.0369 1.4 2.7 -0.7 1.104
O 4.6125 -0.0195 3.9472 -2.0 -1.8 -0.7 -0.685
O 3.1975 0.1088 1.8976 0.3 -1.2 0.2 -0.170
C 2.8232 1.5346 2.1013 0.9 -0.5 0.4 0.205
C 1.9044 1.6747 3.2428 -1.2 -0.2 0.6 -0.952
C 2.3979 -1.7768 3.7550 0.1 0.7 -0.3 -0.427
H 2.3245 1.9038 1.2052 0.1 -0.7 -0.4 -0.066
H 3.6985 2.1791 2.1823 0.3 -0.5 0.2 0.240
H 1.6206 2.7272 3.2421 -0.2 -0.2 0.6 0.084
H 2.2006 1.2942 4.2204 0.9 0.6 0.0 0.430
H 1.0276 1.0435 3.0986 -0.5 0.3 -0.6 0.171
H 1.5072 -1.1623 3.8858 0.6 0.9 0.2 -0.301
H 2.6971 -2.1474 4.7354 0.1 -0.3 -0.3 0.487
H 1.9924 -2.5022 3.0496 0.9 -0.5 0.0 0.256
O -2.2226 -4.2596 -2.1154 -0.2 1.1 1.8 -0.672
S -1.9609 -3.7722 -0.7633 0.4 -2.1 0.4 0.960
O -1.2712 -2.4928 -0.5546 -2.0 -1.8 -0.1 -0.167
O -3.3512 -3.9544 0.2103 2.6 1.4 0.3 -0.093
C -4.3979 -4.8622 -0.1616 -0.3 1.7 -0.6 -0.423
C -5.3145 -3.9866 -0.9400 -0.4 -0.1 -2.0 -0.868
C -0.9926 -5.0882 0.1160 -0.2 0.6 0.0 -1.074
H -5.0976 -5.1256 0.6316 1.4 -0.6 1.1 0.335
H -3.9495 -5.6899 -0.7110 -0.5 -0.1 0.0 0.364
H -6.0351 -4.7044 -1.3319 -0.4 0.6 -0.7 0.440
H -4.7222 -3.4566 -1.6859 -0.3 -0.5 -0.7 -0.043
H -5.8268 -3.1466 -0.4709 0.0 -0.5 1.0 0.332
H -0.6726 -5.8602 -0.5839 0.1 0.4 -0.2 0.441
H -1.5992 -5.5702 0.8827 -0.2 0.3 -0.2 0.393
H -0.1747 -4.5882 0.6348 0.1 -0.1 -0.3 0.127
O 2.6157 4.6163 1.6927 -2.9 0.6 1.1 -0.613
S 1.2891 5.2171 2.0029 0.9 1.4 0.3 1.340
O 0.6155 5.1014 3.3157 1.7 0.0 -2.9 -0.658
O 1.4966 6.8339 1.7684 -0.5 -1.4 1.6 -0.360
C 2.1262 7.2570 0.5823 0.9 -0.8 -1.8 -0.310
C 3.5517 7.7965 0.8572 -0.8 1.0 0.8 -1.200
C 0.1560 4.8897 0.6308 0.7 -0.5 0.3 -0.617
H 1.3443 7.8001 0.0515 0.6 1.3 0.2 0.502
H 2.2140 6.4488 -0.1438 0.3 -0.6 0.3 0.223
H 4.1342 8.2406 0.0500 -0.5 -0.3 -0.5 0.370
H 4.1890 7.0695 1.3608 -0.3 -0.4 -0.2 0.249
H 3.4425 8.6134 1.5705 0.0 0.1 0.2 0.318
H -0.5536 5.6728 0.3639 0.0 0.1 0.8 0.674
H -0.3161 3.9492 0.9149 -0.1 0.1 -0.2 -0.442
H 0.7909 4.7702 -0.2471 0.0 -0.4 0.2 0.415
O 8.2673 -4.0228 0.4645 -1.9 -1.3 -2.9 -0.659
S 7.1539 -4.3985 -0.4597 0.8 0.6 2.7 1.246
O 6.4733 -5.6705 -0.2425 0.7 2.0 -0.7 -0.629
O 6.0813 -3.1801 -0.2327 0.8 -1.1 -0.1 -0.246
C 6.6787 -1.8777 0.0027 -0.7 1.9 -1.1 -0.510
C 5.7081 -0.8526 -0.6117 0.3 -0.3 -0.3 -0.785
C 7.5463 -4.2460 -2.2630 0.6 0.2 0.1 -0.943
H 7.6212 -1.7802 -0.5361 0.1 -0.3 0.1 0.548
H 6.8485 -1.5450 1.0267 -0.1 -1.2 0.3 0.214
H 4.7132 -0.9008 -0.1690 0.1 -0.1 0.0 -0.053
H 5.6406 -0.9955 -1.6902 -0.2 -0.2 -0.1 0.269
H 6.0953 0.1600 -0.4989 0.1 0.0 0.3 0.464
H 7.4337 -5.2000 -2.7781 -0.2 -0.1 0.5 0.395
H 8.5720 -3.9131 -2.4220 0.2 -0.2 0.6 0.465
H 6.9607 -3.5053 -2.8074 -0.5 -0.1 0.7 0.155
O 3.2484 -2.3550 -2.7471 -0.3 -1.7 0.2 -0.388
S 2.6955 -3.6831 -2.5306 2.9 -1.3 1.3 1.355
O 1.4514 -4.0249 -3.0880 -1.8 -0.1 -0.9 -0.697
O 3.8093 -4.9209 -3.0557 -1.7 1.4 0.7 -0.438
C 3.9464 -5.0117 -4.4962 0.6 2.1 -0.5 -0.410
C 5.1825 -4.1901 -4.8691 -0.3 -1.2 -1.2 -0.954
C 2.7494 -4.1551 -0.7270 1.1 0.4 -1.1 -0.260
H 3.1271 -4.5173 -5.0182 -0.6 -0.4 0.3 0.261
H 4.0683 -6.0207 -4.8901 -0.3 -0.2 0.8 0.428
H 6.0273 -4.8219 -4.5945 0.4 1.0 0.7 0.181
H 5.0629 -3.1401 -4.6022 0.6 -0.3 0.7 0.240
H 5.3024 -4.1783 -5.9524 -0.4 0.0 -0.3 0.459
H 3.8018 -3.9588 -0.5219 0.0 -0.1 0.4 -0.132
H 2.5364 -5.2108 -0.5589 -0.1 0.1 -0.5 0.464
H 2.1485 -3.5365 -0.0606 -0.2 0.3 -0.6 -0.023
O -1.8714 -3.3955 7.2357 0.7 0.3 -1.7 -0.605
S -1.6370 -2.2805 6.3431 0.2 2.3 2.0 1.107
O -0.3304 -1.5384 6.3924 -3.4 -2.0 -0.5 -0.562
O -2.0022 -2.6697 4.7793 0.4 -0.5 2.4 -0.350
C -1.6198 -1.6757 3.8720 0.2 0.6 -1.9 0.473
C -1.4409 -2.2423 2.4989 1.1 -1.1 -0.4 -0.887
C -3.1213 -1.1263 6.7501 2.0 -0.4 -1.0 -0.544
H -0.6227 -1.2925 4.0891 -0.6 0.7 0.7 -0.047
H -2.4012 -0.9354 3.7007 0.1 0.4 1.1 0.088
H -1.5269 -1.4327 1.7741 -0.3 -0.3 -0.1 0.233
H -2.0166 -3.1382 2.2663 -0.7 0.5 -0.1 0.286
H -0.4179 -2.6135 2.4368 0.3 0.0 -0.3 0.072
H -3.0489 -0.7482 7.7698 0.2 -0.5 0.0 0.380
H -4.0237 -1.7089 6.5649 0.2 0.1 -0.1 0.321
H -2.9483 -0.2772 6.0888 -0.5 0.0 -0.2 -0.016
O -5.9750 0.0185 -1.1202 -0.9 1.3 -1.7 -0.539
S -6.1446 0.5630 -2.4754 1.1 -0.6 -0.3 1.096
O -6.8843 1.8035 -2.8096 2.2 -2.8 1.0 -0.604
O -4.5358 0.6528 -3.0601 -2.2 0.0 0.7 -0.451
C -3.6063 -0.3644 -2.5956 1.5 0.2 0.2 0.771
C -2.4457 -0.4327 -3.6287 -0.5 -0.1 0.6 -0.694
C -6.6878 -0.7937 -3.6268 0.5 1.9 0.4 -0.794
H -3.9980 -1.3160 -2.2363 -0.9 -0.3 -1.2 -0.238
H -3.1870 -0.1102 -1.6221 0.1 1.0 0.0 -0.174
H -2.0667 0.5696 -3.8285 -0.2 0.1 0.0 0.309
H -2.6771 -0.9200 -4.5759 -0.3 0.1 0.1 0.417
H -1.5989 -0.9702 -3.2020 -0.1 -0.2 0.2 -0.047
H -6.2600 -0.3825 -4.5411 -0.1 -0.4 -0.2 0.333
H -7.7739 -0.7663 -3.7151 0.1 -0.3 0.3 0.409
H -6.2052 -1.7241 -3.3274 -0.3 0.1 0.0 0.184
O -2.2110 3.1771 2.3391 -2.4 -1.2 3.2 -0.487
S -3.0576 2.7174 3.4900 1.5 0.8 0.5 1.065
O -2.4533 2.0034 4.6543 -1.5 1.2 -2.9 -0.655
O -3.8116 4.0714 4.1308 1.1 -1.4 -0.8 -0.258
C -4.4595 3.9894 5.4373 -0.8 -0.7 -0.8 0.020
C -5.2165 5.2550 5.6601 0.3 0.7 -0.5 -1.371
C -4.5191 1.8389 2.7466 0.9 0.8 0.2 -1.130
H -3.7823 3.7738 6.2638 0.2 -0.1 -0.4 0.280
H -5.2564 3.2491 5.3660 0.4 -0.7 0.1 0.225
H -5.9029 5.4883 4.8461 0.0 -0.3 -0.1 0.325
H -4.4997 6.0760 5.6769 -0.3 0.2 0.6 0.340
H -5.8162 5.0923 6.5556 0.2 0.5 0.2 0.394
H -4.9082 2.5727 2.0406 -0.2 0.1 0.3 0.393
H -5.2211 1.5726 3.5368 0.1 0.1 -0.1 0.432
H -4.2192 0.9863 2.1374 0.3 -0.1 0.4 0.360
C 1.0058 -0.7926 -4.8472 0.0 0.0 0.8 -0.537
S 1.2006 -0.9832 -6.6010 -2.0 2.0 -1.4 0.470
O -0.2094 -1.1371 -7.1856 1.9 -0.1 0.8 -0.654
C 1.5918 0.8683 -6.9280 0.2 -1.0 0.6 -0.879
H 0.3170 -0.0172 -4.5118 -0.1 0.2 -0.6 0.123
H 1.9814 -0.5469 -4.4277 0.1 -0.3 0.1 0.364
H 0.6239 -1.7363 -4.4577 0.3 -0.1 0.0 0.243
H 0.8643 1.4558 -6.3680 -0.3 -0.2 -0.3 0.212
H 1.5758 1.0595 -8.0010 -0.3 -0.2 0.1 0.345
H 2.5686 1.1557 -6.5389 0.2 -0.3 0.0 0.333
C -4.0433 5.8727 -1.8146 -1.2 -0.7 0.4 -0.841
S -2.4282 5.5706 -2.4578 2.8 0.4 1.9 0.340
O -1.4927 6.3296 -1.4946 -1.1 -0.3 -1.5 -0.592
C -2.2185 3.8412 -1.8208 -0.8 1.2 -0.5 -0.244
H -4.5375 6.7654 -2.1978 0.5 0.1 0.0 0.352
H -3.9840 5.8830 -0.7262 0.2 0.2 0.0 0.243
H -4.7004 5.0410 -2.0689 0.0 -0.2 -0.2 0.325
H -1.1877 3.4895 -1.7796 0.1 0.5 -0.6 -0.041
H -2.8482 3.3036 -2.5298 -0.1 -0.8 0.6 0.438
H -2.5448 3.9490 -0.7863 -0.4 -0.5 -0.1 0.009
C -0.5904 0.9830 -0.0731 0.5 0.8 0.2 1.597
S 0.6207 1.3390 -1.4151 1.4 -0.1 0.6 0.345
O 1.5648 2.5115 -1.0602 -1.7 -2.0 -0.1 -0.602
C 1.5868 -0.2787 -1.1063 -1.1 1.8 -1.4 0.104
H -0.7067 1.9091 0.4900 0.1 -0.1 0.2 -0.648
H -0.1537 0.1948 0.5403 -0.4 0.1 0.1 0.096
H -1.5859 0.7482 -0.4498 0.3 -0.3 -0.3 -0.597
H 2.1567 -0.1226 -0.1903 0.2 -0.3 -0.2 -0.381
H 2.1021 -0.3438 -2.0645 0.8 -0.2 0.6 0.255
H 0.8575 -1.0887 -1.1135 -0.1 0.0 0.4 0.076